# 1
# C2H6NO2P

A single C2H6NO2P molecule at a distorted geometry (the ωB97M-V functional and the def2-TZVPD basis, the OMol25 dataset).

```
12
Properties=species:S:1:pos:R:3:forces:R:3:nbo_charge:R:1
C 0.829681 -0.859474 0.065595 0.870 -0.206 -3.839 -0.599
C -0.336915 0.162861 -0.528960 3.448 -0.685 2.269 -0.391
N -1.626715 -0.261821 0.001402 0.285 -0.179 1.348 0.516
O -2.011192 0.393885 0.966764 -0.424 -0.355 -0.486 -0.384
O -2.108053 -1.292568 -0.381622 -0.588 -0.321 -0.532 -0.348
P -0.009415 1.859775 0.163858 1.613 -0.061 0.860 0.347
H 0.724167 -1.133470 1.065488 -0.415 0.207 1.857 0.218
H 0.801878 -1.877370 -0.484264 -0.119 1.697 0.529 0.223
H 1.912403 -0.422623 -0.124487 -2.471 -0.657 0.391 0.231
H -0.217589 0.096763 -1.573269 -0.576 -0.058 -1.263 0.246
H 0.786065 1.367535 1.349812 -1.158 0.573 -1.070 -0.009
H 1.255681 1.966505 -0.520318 -0.465 0.045 -0.063 -0.048
```
Forces are in eV/Å.

## Properties
E_HOMO in eV: -9.93
2S+1: 1
SMILES: C[C@H](P)[N+](=O)[O-]
Energy above the lowest of the compared OMol25 structures with the same formula, charge and spin in kJ/mol: 459.6
E_tot in eV: -17041.00397
Kohn-Sham gap in eV: 9.935
Strongest force on any atom in eV/A: 4.2

***

# 2
# C23H16Br2FN3O4S5Sc

C23H16Br2FN3O4S5Sc as an isolated structure (the ωB97M-V functional and the def2-TZVPD basis, the OMol25 dataset).

```
55
Properties=species:S:1:pos:R:3:forces:R:3:mulliken_charge:R:1
Sc 1.587164 0.743674 0.085792 0.542 0.481 0.487 0.309
S 6.231033 1.113747 5.984513 -0.025 -0.010 -0.016 -0.319
C 5.208631 1.040383 4.683194 -0.004 0.023 0.002 0.094
S 3.731086 1.911095 4.569683 -0.068 0.073 0.048 -0.110
C 3.226218 1.370737 2.983750 -0.137 0.090 0.030 0.272
C 4.059583 0.507057 2.374767 0.055 -0.117 -0.108 0.112
S 3.849634 -0.230212 0.800655 -0.142 0.008 0.031 -0.358
S 5.497233 0.089524 3.283104 0.068 -0.083 -0.072 -0.127
S 1.710576 1.973142 2.351178 -0.017 -0.180 -0.039 -0.511
Br 0.147261 0.883775 -3.793801 -0.056 0.006 0.023 -0.126
C 1.300511 -0.662076 -3.635930 0.000 -0.022 -0.030 -0.066
Br 3.022696 -0.251433 -2.917616 0.175 -0.038 -0.006 -0.095
H 1.434517 -1.054692 -4.634174 -0.034 -0.045 -0.006 0.454
H 0.828217 -1.348805 -2.944558 -0.019 0.036 0.023 -0.250
N 0.585599 -0.914571 -0.521448 -0.362 -0.306 0.008 0.192
C -0.218580 -1.743710 -0.024232 0.073 -0.241 -0.081 0.220
C -0.591939 -1.759630 1.434833 0.030 -0.056 -0.012 0.683
C -1.904663 -2.000516 1.836756 -0.022 0.031 0.008 -0.385
C -2.256153 -1.914676 3.176248 0.049 0.002 0.016 -0.694
C -1.291111 -1.614045 4.131069 -0.007 0.007 -0.043 -0.419
C 0.023860 -1.401368 3.740532 -0.045 -0.003 -0.015 -0.765
C 0.369432 -1.476382 2.399351 0.047 -0.001 0.044 -0.430
C -0.864430 -2.812900 -0.873166 -0.037 0.104 0.033 -0.204
C -0.884641 -4.144970 -0.469774 -0.022 -0.007 0.023 -0.224
C -1.423750 -5.122856 -1.294346 -0.006 0.034 -0.008 -0.643
C -1.975805 -4.774994 -2.520857 0.011 0.031 0.036 -0.420
C -1.977956 -3.444621 -2.919846 0.031 0.009 -0.003 -0.818
C -1.416936 -2.472448 -2.102482 -0.034 -0.053 -0.084 -0.163
H -2.656512 -2.242067 1.093435 0.010 -0.004 0.006 0.454
H -3.283455 -2.081403 3.476525 0.002 0.000 -0.002 0.391
H -1.565036 -1.544196 5.176550 0.001 -0.004 -0.008 0.389
H 0.782451 -1.161278 4.474651 0.000 -0.014 -0.002 0.432
H 1.402397 -1.327430 2.100120 -0.008 0.021 -0.013 0.499
H -0.466181 -4.413990 0.493135 -0.007 -0.003 -0.005 0.453
H -1.417336 -6.158182 -0.976921 0.005 -0.001 -0.001 0.386
H -2.405665 -5.536055 -3.160332 0.005 0.006 0.007 0.371
H -2.412847 -3.163309 -3.871341 -0.004 0.001 0.010 0.409
H -1.401465 -1.434314 -2.412809 -0.014 0.036 -0.002 0.396
F -3.314838 4.918423 -3.006386 0.020 -0.018 0.014 -0.312
C -2.603456 4.135326 -2.189508 -0.095 -0.030 -0.015 0.250
C -1.380297 4.483333 -1.789924 0.144 0.090 0.048 -0.017
N -0.631051 3.700411 -0.935568 0.024 0.017 -0.043 0.149
C 0.729179 4.122820 -0.552118 -0.212 0.116 0.124 -0.806
C 1.752111 3.462581 -1.472622 0.206 -0.272 -0.137 0.740
O 2.187910 4.086682 -2.419781 -0.008 0.030 0.004 -0.678
O 2.026742 2.242428 -1.157048 -0.002 0.357 -0.383 -0.327
C -1.087734 2.482855 -0.537182 -0.028 -0.077 -0.136 0.251
O -0.426189 1.687577 0.124364 -0.080 0.048 0.214 -0.416
N -2.366946 2.169351 -0.913452 -0.037 -0.020 -0.046 0.024
C -3.219534 2.891328 -1.753700 0.031 -0.052 0.040 0.304
O -4.315767 2.485184 -2.052004 -0.028 -0.002 0.002 -0.635
H -0.920324 5.403943 -2.119458 0.029 -0.021 0.006 0.381
H 0.901208 3.843725 0.486871 -0.004 0.001 0.009 0.075
H 0.775809 5.201686 -0.668666 -0.016 0.013 0.029 0.433
H -2.690461 1.256344 -0.620028 0.020 0.010 -0.004 0.194
```
Forces are in eV/Å.

## Properties
E_HOMO in eV: -4.36
2S+1: 1
Total charge: -1
E_tot in eV: -254458.50981
Kohn-Sham gap in eV: 6.313
Strongest force on any atom in eV/A: 0.9

***

# 3
# C29H59AsCl2O10P2SV

C29H59AsCl2O10P2SV as an isolated structure (the ωB97M-V functional and the def2-TZVPD basis, the OMol25 dataset).

```
105
Properties=species:S:1:pos:R:3:forces:R:3:mulliken_spin:R:1
V -0.253573 -0.041782 0.639579 -0.056 0.055 -0.231 2.052
C 0.702696 6.277090 2.515373 -0.009 0.022 -0.038 -0.005
C 0.206549 4.853569 2.484067 -0.021 -0.019 0.007 0.005
C 0.495380 4.083172 3.749399 0.045 0.006 0.050 -0.004
O 0.912036 4.203304 1.352710 0.089 0.122 0.026 -0.011
P 0.432251 2.992402 0.521045 -0.142 0.195 -0.330 -0.017
O 0.180793 1.755158 1.342996 0.060 -0.213 0.275 -0.004
C -1.108042 3.459228 -0.300093 0.078 -0.087 -0.077 0.003
P -1.899519 2.116795 -1.226745 0.172 0.096 0.140 0.022
O -1.704646 0.794890 -0.542476 -0.035 0.125 -0.006 0.031
O -1.287606 2.078864 -2.657898 -0.062 -0.043 0.073 -0.003
C -1.772430 2.857474 -3.824775 0.014 -0.006 0.009 0.002
C -2.231305 1.857949 -4.859276 0.005 -0.008 0.031 0.000
C -0.638606 3.735799 -4.293007 -0.002 0.030 -0.048 -0.002
O -3.382341 2.587304 -1.271839 -0.018 -0.103 -0.099 0.000
C -4.506737 1.643404 -1.529527 -0.042 0.073 0.023 -0.001
C -5.160928 1.364428 -0.198048 -0.044 -0.052 -0.006 0.002
C -5.426349 2.308707 -2.524521 0.030 0.001 -0.001 0.000
O 1.526265 2.675595 -0.520232 -0.082 -0.092 0.148 0.013
C 2.077654 3.544253 -1.581631 -0.082 0.034 -0.020 0.002
C 2.455701 2.612299 -2.708219 -0.018 -0.012 0.046 -0.001
C 3.232015 4.328319 -1.011729 0.050 0.059 -0.024 0.001
H 0.203894 6.819802 3.317800 -0.009 -0.007 -0.001 -0.001
H 0.495640 6.786639 1.575188 0.005 0.007 0.010 0.001
H 1.776345 6.299072 2.702138 0.002 -0.005 -0.002 0.001
H -0.860703 4.827160 2.249853 -0.006 0.003 0.004 0.000
H 1.566976 4.091603 3.954651 -0.018 -0.002 0.006 0.000
H 0.149833 3.052287 3.684727 -0.016 -0.019 -0.023 0.004
H -0.015931 4.564994 4.582960 0.007 -0.005 0.004 0.000
H -0.940775 4.322824 -0.948322 -0.037 -0.014 -0.019 -0.004
H -1.817770 3.759249 0.474859 0.014 0.012 0.029 -0.001
H -2.608973 3.465252 -3.477176 -0.019 0.005 -0.006 0.000
H -1.401969 1.218894 -5.163046 -0.002 0.006 0.002 0.000
H -2.603887 2.383398 -5.738367 -0.003 0.008 -0.001 0.000
H -3.032556 1.229282 -4.470629 -0.001 -0.009 -0.011 0.000
H 0.218440 3.132907 -4.591906 -0.016 0.002 -0.003 0.000
H -0.328510 4.441687 -3.521197 -0.013 -0.006 -0.004 0.000
H -0.966976 4.314134 -5.156700 0.005 0.003 0.003 0.000
H -4.072948 0.732744 -1.950904 0.003 0.012 0.013 0.000
H -5.579307 2.280911 0.218203 0.006 0.013 -0.010 0.000
H -4.450411 0.946837 0.514373 0.033 -0.028 0.014 -0.001
H -5.974785 0.651873 -0.336454 0.002 0.000 0.013 0.000
H -5.797909 3.252249 -2.125065 0.003 0.001 0.002 0.000
H -6.280454 1.659582 -2.719128 0.015 -0.001 0.010 0.000
H -4.924659 2.497966 -3.472322 0.010 0.009 -0.014 0.000
H 1.265296 4.210976 -1.885252 0.053 0.017 -0.042 -0.003
H 3.246895 1.937121 -2.380985 -0.002 0.008 -0.006 0.000
H 2.821505 3.190711 -3.556858 0.001 0.009 0.011 0.000
H 1.599161 2.017013 -3.023805 0.021 0.006 0.020 0.000
H 4.013806 3.649408 -0.670809 0.001 0.006 0.009 0.000
H 2.920588 4.963856 -0.183042 0.011 -0.030 -0.030 -0.003
H 3.648416 4.962757 -1.794332 0.019 0.011 0.011 0.000
O 0.787683 -2.445010 2.632795 0.003 0.032 -0.065 -0.003
S 1.174358 -1.011750 2.474961 -0.011 0.229 0.206 0.022
C 1.039947 -0.175883 4.082525 0.018 -0.081 0.064 0.001
C 2.354243 0.562684 4.300185 0.198 -0.154 -0.050 0.001
C 3.436885 -0.383075 3.755753 -0.098 0.182 0.077 0.002
C 2.967550 -0.777439 2.364794 -0.050 -0.154 0.024 0.005
H 0.920568 -0.997648 4.793222 -0.045 0.014 -0.027 -0.001
H 0.148263 0.449307 4.100306 -0.007 -0.045 -0.050 -0.007
H 2.494036 0.790447 5.356360 0.004 -0.001 -0.010 0.000
H 2.360913 1.509428 3.751106 0.018 -0.070 -0.002 -0.001
H 3.520861 -1.269576 4.387331 -0.022 0.038 0.036 0.000
H 4.418844 0.085598 3.710898 -0.010 0.016 0.008 0.000
H 3.369603 -1.710680 1.976728 -0.003 0.033 -0.012 0.003
H 3.125227 0.006291 1.624165 -0.042 0.012 -0.041 -0.004
O 0.746900 -0.430981 -0.743529 -0.007 -0.091 -0.084 -0.073
O 1.802061 -1.253936 -0.283544 -0.036 -0.019 -0.067 0.215
C 3.122749 -3.671346 0.034543 0.064 -0.001 0.050 -0.005
As 1.367440 -3.306814 -0.670907 -0.086 -0.087 -0.043 0.444
C 1.664738 -3.207127 -2.580407 -0.022 0.054 0.011 0.015
C 0.441834 -5.126283 -0.469645 0.071 0.137 0.068 0.153
C 1.343222 -6.226249 -0.896269 0.036 -0.089 -0.045 0.006
C 1.387182 -6.627590 -2.232551 0.005 0.007 0.021 0.052
C 2.243988 -7.638024 -2.639236 0.003 -0.008 -0.008 -0.025
C 3.070765 -8.263442 -1.716246 0.005 0.002 0.017 0.050
C 3.028697 -7.879988 -0.381571 0.007 -0.014 -0.028 -0.024
C 2.173130 -6.869707 0.024177 -0.036 0.052 0.008 0.050
H 3.550496 -4.529650 -0.478887 0.004 -0.028 0.033 0.002
H 3.046284 -3.883680 1.101237 0.030 -0.030 -0.045 0.000
H 3.751740 -2.799607 -0.134531 -0.016 0.017 -0.003 -0.001
H 2.249887 -4.067139 -2.901523 0.001 -0.013 -0.008 0.011
H 2.204987 -2.287930 -2.795345 -0.005 0.000 0.025 -0.001
H 0.710257 -3.199974 -3.104537 0.017 -0.003 -0.005 -0.002
H -0.449020 -5.047479 -1.089361 -0.029 -0.008 0.004 -0.001
H 0.158883 -5.184543 0.580897 0.000 -0.020 -0.029 -0.006
H 0.729994 -6.157360 -2.955583 0.001 0.004 0.001 0.003
H 2.259003 -7.945658 -3.676503 0.002 -0.001 0.005 -0.001
H 3.736472 -9.054845 -2.033018 -0.001 0.002 0.002 0.002
H 3.658606 -8.375684 0.345066 0.000 -0.003 -0.003 0.000
H 2.138053 -6.581215 1.069038 -0.007 -0.001 -0.004 0.002
C -2.646335 -3.338709 0.174905 0.103 -0.073 0.039 0.025
C -2.770350 -1.967204 0.777209 -0.072 0.174 0.009 0.002
O -1.479463 -1.485425 1.252823 0.034 -0.110 -0.062 0.004
H -3.622799 -3.685164 -0.162812 -0.011 0.011 0.009 0.001
H -2.272112 -4.053166 0.911445 -0.020 -0.015 -0.036 -0.002
H -1.968240 -3.321655 -0.677960 -0.008 -0.006 -0.016 0.002
H -3.446252 -1.947822 1.630004 -0.036 -0.008 0.033 -0.001
H -3.094722 -1.226985 0.048972 0.015 0.006 0.034 -0.002
H -1.057264 -2.120529 1.869146 0.049 -0.103 0.028 0.007
Cl -2.014688 -2.432693 4.379691 0.084 -0.126 -0.031 0.000
C -3.111929 -1.146254 4.872179 -0.010 0.060 0.146 0.000
Cl -2.834902 0.349537 3.957831 0.003 0.096 -0.143 0.000
H -2.923009 -0.926642 5.915555 -0.070 -0.023 0.020 0.000
H -4.132824 -1.465190 4.704552 -0.012 0.010 0.002 0.000
```
Forces are in eV/Å.

## Properties
E_HOMO (spin up / spin down) in eV: -11.55 / -12.63
2S+1: 4
Total charge: +2
Energy above the lowest of the compared OMol25 structures with the same formula, charge and spin in kJ/mol: 388.9
E_tot in eV: -192481.02595
Kohn-Sham gap (spin up / spin down) in eV: 7.205 / 7.350
Strongest force on any atom in eV/A: 0.4